[1]
The following is a quantum chemistry calculation of a 9-piece molecular cluster, C42H99N3O9 overall, from the Open Molecules 2025 dataset.

SMILES string: CC1(C)CCCC(C)(C)N1O.CC1(C)CCCC(C)(C)N1O.CC1(C)CCCC(C)(C)N1O.CC(C)O.CC(C)O.CC(C)O.CCO.CCO.CCO
Energy relative to the best compared isomer or geometry (same formula, charge and spin) in kcal per mole: 0.0
Gap between HOMO and LUMO in eV: 8.78

Last column: Löwdin charge in e.
Cartesian coordinates (Å):
C  3.13  -0.36  -1.56  -0.029
C  4.63  -0.06  -1.79  -0.490
C  5.35  -1.42  -1.66  -0.044
C  4.81  0.52  -3.15  -0.147
C  4.63  2.04  -3.30  -0.171
C  5.48  2.80  -2.27  -0.120
C  5.14  2.33  -0.81  -0.499
C  6.16  2.87  0.17  -0.058
C  3.69  2.76  -0.40  -0.021
N  5.27  0.83  -0.71  -0.072
O  4.83  0.46  0.61  -0.069
H  2.80  -1.29  -2.01  0.085
H  3.03  -0.53  -0.48  0.065
H  2.49  0.48  -1.84  0.058
H  6.43  -1.31  -1.61  0.082
H  5.04  -1.90  -0.72  0.081
H  5.05  -2.11  -2.45  0.086
H  5.78  0.26  -3.53  0.112
H  4.08  0.01  -3.82  0.134
H  4.98  2.38  -4.28  0.112
H  3.60  2.36  -3.22  0.083
H  5.37  3.89  -2.25  0.119
H  6.56  2.57  -2.43  0.129
H  7.16  2.40  0.04  0.098
H  5.90  2.90  1.21  0.070
H  6.23  3.95  -0.02  0.084
H  3.39  2.24  0.53  0.070
H  2.97  2.59  -1.21  0.066
H  3.75  3.83  -0.17  0.085
H  5.60  -0.05  0.88  0.104
C  -1.11  4.48  4.90  -0.032
C  -0.42  3.27  4.33  -0.567
C  -1.49  2.46  3.63  -0.014
C  0.67  3.69  3.34  -0.127
C  1.97  4.20  3.96  -0.188
C  2.60  3.24  4.90  -0.149
C  1.60  2.79  6.00  -0.497
C  2.18  1.59  6.76  -0.037
C  1.53  3.92  7.07  -0.033
N  0.28  2.46  5.33  -0.028
O  -0.69  1.97  6.35  -0.043
H  -1.83  4.16  5.64  0.077
H  -0.40  5.16  5.34  0.070
H  -1.64  5.00  4.09  0.099
H  -0.98  1.57  3.16  0.086
H  -2.24  2.10  4.31  0.081
H  -1.91  3.12  2.86  0.082
H  0.82  2.81  2.68  0.104
H  0.29  4.48  2.68  0.128
H  2.70  4.47  3.17  0.114
H  1.79  5.20  4.42  0.119
H  3.39  3.79  5.47  0.127
H  3.09  2.36  4.41  0.122
H  3.25  1.85  6.93  0.100
H  2.11  0.73  6.10  0.070
H  1.64  1.46  7.69  0.078
H  2.52  3.98  7.49  0.076
H  0.85  3.67  7.88  0.080
H  1.29  4.86  6.59  0.062
H  -1.04  2.77  6.79  0.075
C  -4.12  -4.60  -6.05  -0.044
C  -2.98  -3.60  -6.15  -0.522
C  -2.01  -4.18  -7.16  -0.049
C  -3.53  -2.27  -6.61  -0.150
C  -4.26  -1.46  -5.55  -0.174
C  -3.33  -1.21  -4.38  -0.135
C  -2.80  -2.52  -3.77  -0.500
C  -1.67  -2.17  -2.80  -0.035
C  -3.94  -3.23  -2.99  -0.024
N  -2.27  -3.41  -4.84  -0.075
O  -1.95  -4.69  -4.26  -0.047
H  -3.83  -5.40  -5.37  0.080
H  -5.07  -4.24  -5.64  0.078
H  -4.40  -5.06  -6.99  0.081
H  -1.76  -5.22  -7.03  0.070
H  -2.38  -4.09  -8.20  0.097
H  -1.04  -3.66  -7.03  0.092
H  -2.73  -1.63  -6.99  0.123
H  -4.22  -2.41  -7.44  0.124
H  -4.57  -0.54  -6.01  0.112
H  -5.09  -2.05  -5.19  0.088
H  -3.81  -0.61  -3.58  0.122
H  -2.50  -0.56  -4.75  0.119
H  -1.38  -3.01  -2.15  0.075
H  -1.99  -1.36  -2.11  0.081
H  -0.80  -1.83  -3.37  0.083
H  -3.75  -4.31  -2.85  0.083
H  -4.95  -3.10  -3.45  0.075
H  -4.03  -2.80  -1.96  0.077
H  -1.00  -4.63  -4.45  0.112
C  3.22  -2.81  3.14  -0.045
C  2.46  -1.65  3.74  -0.495
C  2.53  -0.43  2.81  -0.038
O  1.16  -2.07  4.01  -0.043
H  3.21  -3.68  3.81  0.090
H  4.25  -2.49  3.00  0.080
H  2.82  -3.07  2.17  0.064
H  2.94  -1.38  4.71  0.139
H  2.17  -0.71  1.82  0.055
H  3.53  -0.01  2.70  0.072
H  1.83  0.34  3.20  0.071
H  0.84  -1.56  4.77  0.106
C  -4.98  1.47  -0.29  -0.056
C  -4.06  2.33  -1.09  -0.464
C  -3.39  3.40  -0.22  -0.037
O  -3.04  1.52  -1.69  -0.098
H  -5.70  2.13  0.21  0.099
H  -4.36  0.92  0.40  0.065
H  -5.49  0.75  -0.90  0.077
H  -4.56  2.80  -1.94  0.144
H  -3.74  4.43  -0.44  0.083
H  -2.35  3.34  -0.51  0.063
H  -3.54  3.27  0.85  0.066
H  -2.72  0.87  -1.04  0.063
C  -4.80  -1.91  1.71  -0.054
C  -3.80  -2.93  2.24  -0.477
C  -4.03  -4.20  1.42  -0.045
O  -2.52  -2.43  1.96  -0.086
H  -4.79  -0.99  2.28  0.075
H  -5.82  -2.21  1.77  0.071
H  -4.54  -1.78  0.65  0.083
H  -3.90  -3.13  3.32  0.147
H  -3.46  -5.07  1.73  0.070
H  -3.71  -3.88  0.44  0.069
H  -5.08  -4.50  1.47  0.081
H  -1.80  -2.98  2.28  0.033
C  0.10  -3.80  0.63  -0.091
C  -0.07  -4.80  1.74  -0.244
O  -0.63  -4.11  2.92  -0.114
H  0.93  -3.11  0.89  0.061
H  -0.83  -3.23  0.45  0.066
H  0.42  -4.27  -0.32  0.084
H  0.89  -5.29  2.02  0.117
H  -0.82  -5.55  1.48  0.111
H  0.04  -3.55  3.33  0.050
C  0.22  1.39  0.19  -0.063
C  -0.33  0.13  0.82  -0.317
O  -1.71  0.04  0.56  -0.082
H  1.28  1.61  0.40  0.053
H  -0.36  2.23  0.59  0.068
H  0.08  1.36  -0.89  0.060
H  -0.24  0.17  1.92  0.088
H  0.28  -0.70  0.42  0.103
H  -2.00  -0.76  0.99  0.046
C  0.30  1.33  -4.06  -0.080
C  -0.63  2.53  -3.97  -0.335
O  -1.99  2.31  -4.18  -0.080
H  0.06  0.71  -4.91  0.067
H  0.15  0.65  -3.21  0.052
H  1.34  1.61  -4.10  0.054
H  -0.37  3.27  -4.73  0.113
H  -0.51  2.95  -2.96  0.101
H  -2.36  1.95  -3.37  0.029



[2]
The following is a quantum chemistry calculation of a 6-piece molecular cluster, C35H51F16IO14S overall, from the Open Molecules 2025 dataset.

SMILES string: CCCCCCCCCCC[C@@]1(I)CC(=O)O[C@H]1S(=O)(=O)F.CCOC(=O)C(F)(F)F.CCOC(=O)C(F)(F)F.CCOC(=O)C(F)(F)F.CCOC(=O)C(F)(F)F.CCOC(=O)C(F)(F)F
Energy relative to the best compared isomer or geometry (same formula, charge and spin) in kcal per mole: 12.6
Gap between HOMO and LUMO in eV: 10.02

Last column: Löwdin charge in e.
Cartesian coordinates (Å):
C  -0.35  6.52  -2.01  -0.118
C  -1.16  5.40  -2.65  -0.266
C  -1.07  4.10  -1.83  -0.203
C  -2.31  3.22  -1.99  -0.212
C  -2.02  1.78  -2.38  -0.225
C  -1.51  0.92  -1.24  -0.217
C  -1.30  -0.52  -1.70  -0.213
C  -0.52  -1.38  -0.70  -0.205
C  0.40  -2.39  -1.38  -0.219
C  0.75  -3.58  -0.47  -0.244
C  2.22  -3.66  -0.10  -0.199
C  3.15  -4.35  -1.12  -0.724
I  2.24  -5.25  -2.84  1.093
C  4.27  -3.43  -1.62  -0.114
C  5.46  -4.37  -1.89  -0.398
O  6.57  -4.12  -2.35  0.138
O  5.08  -5.65  -1.44  -0.028
C  4.04  -5.46  -0.53  -0.388
S  4.84  -5.12  1.11  0.676
O  4.27  -6.03  2.04  -0.247
O  6.26  -5.15  1.00  -0.221
F  4.47  -3.67  1.57  -0.126
H  -0.77  6.75  -1.04  0.072
H  0.68  6.22  -1.89  0.047
H  -0.38  7.42  -2.62  0.070
H  -0.79  5.24  -3.66  0.106
H  -2.19  5.71  -2.69  0.082
H  -0.93  4.39  -0.80  0.107
H  -0.18  3.58  -2.17  0.108
H  -2.92  3.65  -2.78  0.103
H  -2.91  3.27  -1.08  0.080
H  -1.32  1.77  -3.22  0.112
H  -2.94  1.33  -2.74  0.111
H  -2.27  0.91  -0.46  0.118
H  -0.58  1.31  -0.84  0.110
H  -0.81  -0.52  -2.67  0.108
H  -2.28  -0.97  -1.82  0.113
H  0.09  -0.71  -0.09  0.110
H  -1.23  -1.90  -0.07  0.108
H  -0.13  -2.76  -2.25  0.099
H  1.30  -1.90  -1.73  0.110
H  0.37  -4.51  -0.87  0.059
H  0.21  -3.43  0.46  0.106
H  2.61  -2.67  0.08  0.117
H  2.30  -4.20  0.84  0.104
H  4.64  -2.77  -0.85  0.135
H  4.09  -2.92  -2.56  0.119
H  3.56  -6.41  -0.37  0.137
C  5.65  7.04  -4.05  -0.059
C  5.94  6.70  -2.60  -0.194
O  5.16  7.52  -1.71  0.036
C  3.91  7.14  -1.52  -0.402
O  3.36  6.19  -2.00  0.169
C  3.23  8.09  -0.52  -0.556
F  3.49  9.37  -0.81  0.172
F  3.68  7.85  0.72  0.172
F  1.92  7.92  -0.53  0.174
H  5.82  8.10  -4.23  0.084
H  6.31  6.46  -4.70  0.083
H  4.62  6.81  -4.31  0.078
H  6.97  6.91  -2.35  0.125
H  5.75  5.65  -2.39  0.125
C  -6.76  7.07  -2.46  -0.050
C  -6.28  7.52  -1.10  -0.184
O  -6.21  6.42  -0.17  0.040
C  -5.14  5.65  -0.25  -0.393
O  -4.23  5.79  -1.01  0.170
C  -5.23  4.56  0.83  -0.550
F  -6.44  4.01  0.86  0.173
F  -4.98  5.09  2.03  0.173
F  -4.35  3.59  0.62  0.165
H  -7.71  6.56  -2.37  0.046
H  -6.88  7.93  -3.12  0.091
H  -6.05  6.38  -2.92  0.083
H  -6.98  8.23  -0.66  0.125
H  -5.30  8.01  -1.15  0.125
C  6.56  -8.03  2.95  -0.055
C  7.78  -7.56  3.71  -0.174
O  7.95  -8.34  4.92  0.035
C  8.54  -9.52  4.77  -0.413
O  8.95  -10.00  3.76  0.176
C  8.65  -10.21  6.15  -0.560
F  7.50  -10.11  6.83  0.159
F  9.61  -9.63  6.87  0.173
F  8.94  -11.49  6.00  0.178
H  5.68  -8.00  3.59  0.072
H  6.38  -7.39  2.09  0.048
H  6.69  -9.05  2.59  0.088
H  7.65  -6.54  4.05  0.129
H  8.68  -7.61  3.11  0.129
C  -13.43  9.17  -1.20  -0.059
C  -12.81  8.87  -2.54  -0.193
O  -11.62  8.06  -2.39  0.034
C  -11.82  6.76  -2.23  -0.407
O  -12.87  6.19  -2.20  0.180
C  -10.47  6.04  -2.13  -0.552
F  -9.63  6.69  -1.31  0.154
F  -9.89  5.97  -3.34  0.168
F  -10.61  4.81  -1.68  0.187
H  -12.70  9.64  -0.54  0.084
H  -14.27  9.85  -1.32  0.083
H  -13.78  8.27  -0.71  0.079
H  -12.47  9.78  -3.03  0.125
H  -13.51  8.37  -3.21  0.126
C  4.19  -11.64  5.59  -0.050
C  3.87  -10.18  5.36  -0.188
O  2.78  -10.02  4.43  0.037
C  1.56  -10.17  4.92  -0.409
O  1.27  -10.41  6.05  0.176
C  0.53  -9.93  3.81  -0.561
F  0.87  -10.57  2.69  0.169
F  0.45  -8.62  3.53  0.168
F  -0.67  -10.35  4.18  0.179
H  4.39  -12.13  4.64  0.086
H  5.07  -11.73  6.23  0.076
H  3.36  -12.15  6.06  0.079
H  4.71  -9.66  4.91  0.105
H  3.64  -9.67  6.30  0.130



[3]
The following is a quantum chemistry calculation of C9H31AgBF4N11O6 as an isolated structure, from the Open Molecules 2025 dataset.

Gap between HOMO and LUMO in eV: 8.25

Last column: natural (NBO) charge in e.
Cartesian coordinates (Å):
Ag  -0.05  0.01  -0.46  0.895
B  1.19  2.50  -1.56  1.326
F  2.59  2.65  -1.77  -0.555
F  0.60  3.73  -1.91  -0.563
F  0.85  1.47  -2.38  -0.573
F  0.82  2.17  -0.34  -0.562
C  -3.62  0.63  1.50  -0.619
C  -2.89  1.84  1.11  -0.071
C  -2.90  2.94  2.26  -0.066
O  -3.89  3.96  1.88  -0.563
C  -4.08  4.94  2.91  -0.248
N  -1.46  1.49  1.08  -0.893
H  -4.60  1.06  1.28  0.215
H  -3.47  0.38  2.55  0.203
H  -3.40  -0.19  0.82  0.228
H  -3.32  2.34  0.24  0.220
H  -2.00  3.54  2.40  0.176
H  -3.24  2.51  3.20  0.161
H  -3.13  5.37  3.20  0.165
H  -4.51  4.45  3.78  0.160
H  -4.80  5.68  2.54  0.198
H  -0.97  2.20  0.56  0.391
H  -0.99  1.52  1.98  0.369
C  -1.58  -3.02  0.18  0.764
O  -1.03  -1.98  -0.04  -0.737
N  -1.50  -3.72  1.29  -0.848
N  -2.20  -3.71  -0.66  -0.800
H  -1.62  -4.72  1.23  0.388
H  -1.16  -3.22  2.10  0.402
H  -2.24  -3.38  -1.62  0.448
H  -2.52  -4.65  -0.45  0.376
C  4.46  1.17  0.28  0.748
O  5.54  1.45  0.79  -0.703
N  3.29  1.39  0.77  -0.850
N  4.34  0.88  -1.02  -0.867
H  2.51  0.74  0.68  0.418
H  3.20  2.01  1.56  0.385
H  3.49  1.28  -1.39  0.434
H  5.26  0.75  -1.43  0.389
C  2.52  -1.88  -2.34  0.799
O  1.42  -1.40  -2.12  -0.702
N  3.34  -1.87  -3.41  -0.830
N  3.27  -2.41  -1.41  -0.825
H  4.27  -2.25  -3.30  0.381
H  3.19  -1.44  -4.31  0.404
H  2.76  -2.54  -0.55  0.395
H  4.07  -3.00  -1.59  0.382
C  2.33  -1.76  1.73  0.776
O  1.67  -0.81  1.33  -0.708
N  2.24  -2.93  1.19  -0.832
N  3.09  -1.80  2.80  -0.817
H  1.43  -3.01  0.60  0.425
H  2.67  -3.73  1.64  0.396
H  3.29  -0.92  3.25  0.416
H  3.52  -2.61  3.21  0.394
C  -2.10  -1.02  -2.94  0.765
O  -2.28  -2.22  -3.09  -0.734
N  -3.04  -0.12  -2.86  -0.823
N  -0.91  -0.52  -3.09  -0.842
H  -4.00  -0.40  -2.82  0.402
H  -2.86  0.87  -3.00  0.396
H  -0.77  0.47  -2.96  0.400
H  -0.08  -1.11  -3.10  0.442



[4]
The following is a quantum chemistry calculation of a 2-piece molecular cluster, C4H11NS overall, from the Open Molecules 2025 dataset.

Energy relative to the best compared isomer or geometry (same formula, charge and spin) in kcal per mole: 122.3
Gap between HOMO and LUMO in eV: 5.82

Last column: natural (NBO) charge in e.
Cartesian coordinates (Å):
C  -1.34  -0.70  2.01  -0.640
C  -0.68  -0.15  0.68  -0.024
C  -1.45  -0.39  -0.63  -0.413
C  -0.67  -0.08  -2.01  -0.640
S  2.33  -0.01  -0.39  -0.213
N  -0.40  1.27  0.72  -0.802
H  -2.29  -0.12  2.33  0.240
H  -1.52  -1.82  1.86  0.227
H  -0.67  -0.66  2.92  0.228
H  0.32  -0.28  0.41  0.188
H  -2.41  0.21  -0.70  0.226
H  -1.79  -1.44  -0.44  0.206
H  -1.09  0.81  -2.56  0.220
H  -0.67  -0.96  -2.67  0.226
H  0.32  0.36  -1.87  0.228
H  -0.11  1.64  1.62  0.368
H  0.28  1.51  0.02  0.376



[5]
The following is a quantum chemistry calculation of one molecule with the formula C18H16FNO4S, from the Open Molecules 2025 dataset.

SMILES string: O=C(/C=C/c1cccs1)c1cc(F)ccc1OC(=O)N1CCOCC1
Energy relative to the best compared isomer or geometry (same formula, charge and spin) in kcal per mole: 9.6
Gap between HOMO and LUMO in eV: 7.98

Last column: natural (NBO) charge in e.
Cartesian coordinates (Å):
O  0.58  1.67  0.64  -0.566
C  -0.57  1.41  0.35  0.540
C  -1.11  1.51  -1.00  -0.315
C  -0.31  1.86  -2.02  -0.100
C  -0.70  1.96  -3.39  -0.259
C  -1.92  1.71  -3.98  -0.204
C  -1.91  1.92  -5.37  -0.256
C  -0.69  2.32  -5.84  -0.401
S  0.47  2.45  -4.58  0.464
C  -1.55  0.95  1.39  -0.087
C  -2.79  1.57  1.52  -0.264
C  -3.64  1.17  2.53  0.381
F  -4.83  1.78  2.66  -0.323
C  -3.30  0.16  3.42  -0.264
C  -2.08  -0.47  3.28  -0.215
C  -1.20  -0.07  2.28  0.291
O  0.02  -0.70  2.21  -0.510
C  0.49  -1.04  0.97  0.913
O  -0.22  -1.15  0.00  -0.653
N  1.81  -1.27  0.98  -0.440
C  2.69  -1.12  2.12  -0.244
C  3.43  -2.44  2.34  -0.076
O  4.12  -2.84  1.18  -0.522
C  3.24  -3.01  0.09  -0.076
C  2.49  -1.71  -0.22  -0.249
H  -2.15  1.24  -1.14  0.210
H  0.72  2.10  -1.79  0.229
H  -2.78  1.39  -3.44  0.223
H  -2.76  1.78  -6.01  0.227
H  -0.41  2.54  -6.84  0.238
H  -3.07  2.37  0.86  0.234
H  -3.99  -0.13  4.20  0.234
H  -1.79  -1.26  3.95  0.228
H  2.11  -0.85  3.00  0.239
H  3.41  -0.32  1.89  0.200
H  4.19  -2.33  3.12  0.198
H  2.71  -3.22  2.64  0.164
H  3.85  -3.32  -0.76  0.198
H  2.51  -3.81  0.32  0.166
H  1.74  -1.86  -1.00  0.248
H  3.20  -0.94  -0.53  0.197



[6]
The following is a quantum chemistry calculation of one molecule with the formula C3H4OS, from the Open Molecules 2025 dataset.

SMILES string: C1=CSCO1
Energy relative to the best compared isomer or geometry (same formula, charge and spin) in kcal per mole: 59.5
Gap between HOMO and LUMO in eV: 8.87

Last column: natural (NBO) charge in e.
Cartesian coordinates (Å):
C  -0.46  0.76  -0.76  0.136
C  -0.63  -0.61  -0.84  -0.516
S  0.75  -1.55  -0.09  0.265
C  0.82  -0.15  1.01  -0.263
O  0.36  1.23  0.20  -0.515
H  -1.17  1.48  -1.21  0.213
H  -1.45  -1.01  -1.58  0.246
H  -0.07  0.02  1.95  0.221
H  1.85  -0.16  1.31  0.211